Entry 1:
The following is a quantum chemistry calculation of a structure of composition C29H35CeN5O4 at a distorted geometry, from the Open Molecules 2025 dataset.

Its largest force on an atom is 0.100 hartree/bohr. For the LUMO energy (spin up / spin down), the calculation gives -8.081 / -8.088 eV. Its multiplicity is 1. As for the orbital gap (spin up / spin down): 6.5 / 6.5 eV. As for the total charge: +2.

Structure (XYZ):
```
74
C29H35CeN5O4 (ωB97M-V/def2-TZVPD)
Ce 0.000 0.000 0.000
C 1.880 1.230 7.228
C 2.728 0.570 6.116
C 4.021 1.401 5.975
C 3.087 -0.852 6.601
C 2.012 0.489 4.757
C 0.720 0.969 4.557
C 0.154 0.854 3.303
N 0.776 0.302 2.244
C 2.052 -0.190 2.374
C 2.660 -0.091 3.640
C 2.796 -0.833 1.170
C 4.104 -1.337 1.306
C 4.810 -1.929 0.231
C 4.153 -1.997 -0.995
C 2.871 -1.493 -1.091
N 2.204 -0.931 -0.065
C 6.238 -2.463 0.440
C 6.865 -3.076 -0.833
C 7.163 -1.312 0.894
C 6.229 -3.565 1.520
H 2.430 1.265 8.176
H 0.954 0.673 7.414
H 1.613 2.262 6.972
H 4.531 1.506 6.939
H 3.803 2.409 5.602
H 4.736 0.943 5.283
H 3.566 -0.824 7.587
H 3.783 -1.358 5.923
H 2.192 -1.479 6.682
H 0.135 1.430 5.344
H -0.851 1.216 3.107
H 3.664 -0.464 3.794
H 4.613 -1.284 2.259
H 4.602 -2.430 -1.880
H 2.324 -1.527 -2.029
H 6.939 -2.340 -1.642
H 6.281 -3.928 -1.200
H 7.880 -3.442 -0.637
H 7.167 -0.497 0.161
H 8.196 -1.660 1.013
H 6.856 -0.888 1.856
H 5.556 -4.385 1.242
H 5.902 -3.189 2.495
H 7.231 -3.989 1.661
O -4.272 -4.202 -0.522
C -4.536 -3.430 0.555
O -5.519 -3.683 1.250
C -3.657 -2.300 0.869
C -3.925 -1.461 1.943
N -2.950 -0.525 1.979
N -2.044 -0.657 1.016
C -2.439 -1.753 0.318
C -1.706 -2.339 -0.879
O -2.288 -3.335 -1.429
O -0.599 -1.852 -1.268
H -3.443 -3.917 -1.009
H -4.728 -1.476 2.666
H -2.835 0.238 2.635
C -4.263 3.037 -4.204
C -3.314 2.360 -3.263
C -3.653 2.135 -1.928
C -2.732 1.503 -1.106
N -1.516 1.086 -1.519
C -1.208 1.314 -2.813
C -2.060 1.937 -3.712
H -5.199 3.307 -3.704
H -4.507 2.372 -5.038
H -3.815 3.956 -4.595
H -4.613 2.442 -1.528
H -2.957 1.309 -0.061
H -0.225 0.970 -3.122
H -1.749 2.088 -4.740
H 1.119 1.841 -0.291
```

Atom-resolved charges from Mulliken, all expressed in e:
1 Ce 0.602
2 C -2.071
3 C 1.654
4 C -1.518
5 C -1.521
6 C 0.528
7 C -0.789
8 C -0.630
9 N -0.251
10 C 0.067
11 C -0.266
12 C -0.007
13 C -0.095
14 C 0.571
15 C -0.666
16 C -0.496
17 N -0.250
18 C 1.752
19 C -2.062
20 C -1.528
21 C -1.529
22 H 0.410
23 H 0.425
24 H 0.432
25 H 0.451
26 H 0.383
27 H 0.318
28 H 0.449
29 H 0.316
30 H 0.387
31 H 0.567
32 H 0.614
33 H 0.367
34 H 0.289
35 H 0.567
36 H 0.462
37 H 0.435
38 H 0.432
39 H 0.405
40 H 0.390
41 H 0.449
42 H 0.311
43 H 0.387
44 H 0.308
45 H 0.453
46 O -0.565
47 C 0.463
48 O -0.567
49 C 0.178
50 C -0.433
51 N -0.171
52 N 0.129
53 C 0.062
54 C 0.852
55 O -0.750
56 O -0.426
57 H 0.487
58 H 0.564
59 H 0.161
60 C -1.387
61 C 1.043
62 C -0.983
63 C -0.004
64 N 0.145
65 C -0.088
66 C -0.902
67 H 0.355
68 H 0.359
69 H 0.362
70 H 0.377
71 H 0.394
72 H 0.437
73 H 0.452
74 H -0.042



Entry 2:
The following is a quantum chemistry calculation of a cluster of 2 separate species, C3H11N3O2 in total, from the Open Molecules 2025 dataset.

Its largest force on an atom is 0.016 hartree/bohr. The structure (SMILES) is NN(O)NO.C=CC. For the LUMO energy, the calculation gives 0.986 eV. Its multiplicity is 1. As for the orbital gap: 10.5 eV. The energy above the lowest of the compared OMol25 structures with the same formula, charge and spin comes out at 140.6 kcal/mol.

Structure (XYZ):
```
19
C3H11N3O2 (ωB97M-V/def2-TZVPD)
N -2.311 1.825 1.451
N -1.427 0.761 1.273
O -0.108 1.225 1.721
N -1.375 0.315 -0.016
O -0.935 1.284 -0.966
H -2.389 2.390 0.599
H -3.219 1.458 1.700
H -0.261 2.088 2.121
H -0.750 -0.488 -0.066
H 0.021 1.421 -0.844
C 1.868 -0.063 -0.852
C 1.459 -1.174 -0.262
C 1.047 -2.413 -0.986
H 1.918 0.026 -1.925
H 2.186 0.792 -0.279
H 1.430 -1.230 0.819
H 0.044 -2.724 -0.697
H 1.725 -3.229 -0.725
H 1.079 -2.265 -2.065
```

Atom-resolved charges from natural (NBO), all expressed in e:
1 N -0.690
2 N 0.099
3 O -0.637
4 N -0.194
5 O -0.606
6 H 0.360
7 H 0.373
8 H 0.475
9 H 0.357
10 H 0.466
11 C -0.435
12 C -0.182
13 C -0.652
14 H 0.195
15 H 0.207
16 H 0.209
17 H 0.216
18 H 0.224
19 H 0.214



Entry 3:
The following is a quantum chemistry calculation of an isolated molecule of C9H16ClNO3 at a distorted geometry, from the Open Molecules 2025 dataset.

Its largest force on an atom is 0.091 hartree/bohr. The structure (SMILES) is CCO[C@](O)(C(N)=O)C1(Cl)CCCC1. For the LUMO energy, the calculation gives 0.493 eV. Its multiplicity is 1. As for the orbital gap: 10.0 eV. The energy above the lowest of the compared OMol25 structures with the same formula, charge and spin comes out at 21.7 kcal/mol.

Structure (XYZ):
```
30
C9H16ClNO3 (ωB97M-V/def2-TZVPD)
C 0.320 -0.886 -3.623
C 1.025 -1.021 -2.267
O 0.468 -0.105 -1.438
C -0.137 -0.634 -0.283
O 0.689 -1.593 0.470
C -1.536 -1.412 -0.656
N -1.799 -2.330 0.284
O -2.152 -1.289 -1.660
C -0.546 0.555 0.562
Cl -1.729 1.477 -0.428
C 0.573 1.497 0.710
C 0.057 2.395 1.910
C -0.596 1.413 2.843
C -1.209 0.289 1.901
H -0.642 -1.375 -3.684
H 0.186 0.134 -3.739
H 0.998 -1.203 -4.347
H 2.035 -0.997 -2.495
H 0.727 -1.990 -1.942
H 1.400 -1.172 0.933
H -1.210 -2.400 1.128
H -2.612 -2.930 0.266
H 0.676 1.854 -0.265
H 1.453 0.925 0.994
H -0.683 3.193 1.527
H 0.932 2.920 2.489
H 0.148 0.962 3.497
H -1.412 1.713 3.498
H -0.902 -0.643 2.293
H -2.258 0.221 1.864
```

Atom-resolved charges from natural (NBO), all expressed in e:
1 C -0.613
2 C -0.063
3 O -0.528
4 C 0.444
5 O -0.746
6 C 0.649
7 N -0.828
8 O -0.582
9 C -0.003
10 Cl -0.049
11 C -0.437
12 C -0.412
13 C -0.409
14 C -0.433
15 H 0.224
16 H 0.208
17 H 0.191
18 H 0.173
19 H 0.175
20 H 0.479
21 H 0.412
22 H 0.404
23 H 0.255
24 H 0.184
25 H 0.231
26 H 0.216
27 H 0.198
28 H 0.223
29 H 0.206
30 H 0.232



Entry 4:
The following is a quantum chemistry calculation of an isolated molecule of CH3Cl2P at a distorted geometry, from the Open Molecules 2025 dataset.

Its largest force on an atom is 0.066 hartree/bohr. The structure (SMILES) is ClCPCl. For the LUMO energy, the calculation gives -1.206 eV. Its multiplicity is 1. As for the orbital gap: 9.3 eV. The energy above the lowest of the compared OMol25 structures with the same formula, charge and spin comes out at 48.0 kcal/mol.

Structure (XYZ):
```
7
CH3Cl2P (ωB97M-V/def2-TZVPD)
Cl -0.810 -1.829 0.755
C 0.389 -0.661 -0.052
P -0.786 0.606 -0.838
Cl 0.673 2.489 -0.122
H 0.926 -0.167 0.807
H 1.019 -1.171 -0.887
H -1.411 0.734 0.339
```

Atom-resolved charges from natural (NBO), all expressed in e:
1 Cl -0.077
2 C -0.687
3 P 0.740
4 Cl -0.440
5 H 0.267
6 H 0.252
7 H -0.055



Entry 5:
The following is a quantum chemistry calculation of a cluster of 3 separate species, C4H13NO2 in total at a distorted geometry, from the Open Molecules 2025 dataset.

Its largest force on an atom is 0.061 hartree/bohr. The structure (SMILES) is C1CCNC1.O.O. For the LUMO energy, the calculation gives 0.689 eV. Its multiplicity is 1. As for the orbital gap: 8.6 eV. The energy above the lowest of the compared OMol25 structures with the same formula, charge and spin comes out at 25.6 kcal/mol.

Structure (XYZ):
```
20
C4H13NO2 (ωB97M-V/def2-TZVPD)
C -0.565 0.804 -1.767
C -1.078 0.565 -0.388
C -1.052 -0.977 -0.164
N -0.194 -1.482 -1.249
C 0.239 -0.445 -2.183
H 0.035 1.716 -1.776
H -1.344 1.045 -2.501
H -2.032 0.864 0.038
H -0.328 0.991 0.291
H -0.622 -1.309 0.781
H -2.082 -1.345 -0.221
H 0.440 -2.171 -0.883
H 0.049 -0.724 -3.214
H 1.308 -0.269 -2.028
O 2.396 -2.167 2.718
H 2.335 -3.098 2.984
H 3.333 -2.091 2.487
O -0.457 3.310 2.002
H -0.751 3.842 2.753
H 0.369 2.939 2.321
```

Atom-resolved charges from natural (NBO), all expressed in e:
1 C -0.420
2 C -0.423
3 C -0.204
4 N -0.658
5 C -0.209
6 H 0.213
7 H 0.203
8 H 0.223
9 H 0.198
10 H 0.186
11 H 0.161
12 H 0.371
13 H 0.186
14 H 0.171
15 O -0.933
16 H 0.467
17 H 0.467
18 O -0.932
19 H 0.467
20 H 0.467



Entry 6:
The following is a quantum chemistry calculation of the ion C4H8N3 with charge +1 at a distorted geometry, from the Open Molecules 2025 dataset.

Its largest force on an atom is 0.100 hartree/bohr. The structure (SMILES) is C1C[NH2+][C@@H]2NC2=N1. For the LUMO energy, the calculation gives -3.680 eV. Its multiplicity is 1. As for the orbital gap: 10.3 eV. As for the total charge: +1. The energy above the lowest of the compared OMol25 structures with the same formula, charge and spin comes out at 131.5 kcal/mol.

Structure (XYZ):
```
15
C4H8N3 (ωB97M-V/def2-TZVPD)
C -1.391 -0.144 0.597
C -0.844 -0.753 -0.678
N 0.583 -0.543 -0.827
C 0.892 0.693 -0.260
N 1.817 0.626 0.885
C 0.489 0.642 1.226
N -0.571 0.187 1.677
H -1.819 0.892 0.264
H -2.244 -0.648 0.988
H -1.104 -1.799 -0.597
H -1.390 -0.206 -1.419
H 1.186 -1.242 -0.367
H 0.893 -0.685 -1.835
H 1.047 1.632 -0.806
H 2.456 1.348 1.153
```

Atom-resolved charges from natural (NBO), all expressed in e:
1 C -0.260
2 C -0.261
3 N -0.511
4 C -0.092
5 N -0.564
6 C 0.460
7 N -0.351
8 H 0.212
9 H 0.249
10 H 0.251
11 H 0.250
12 H 0.465
13 H 0.458
14 H 0.261
15 H 0.433